Density functional theory data (ωB97M-V with the def2-TZVPD basis set) for a 2-piece molecular cluster, C5H14S overall at a distorted geometry.

```
20
Properties=species:S:1:pos:R:3
C -0.04311 0.61867 2.97355
C -0.13240 -0.80718 2.44891
S -1.75977 -1.13459 1.84069
C -1.57605 -1.03314 0.11554
H 0.97471 1.00223 2.88353
H -0.24123 0.77999 4.06093
H -0.81947 1.31918 2.65586
H 0.60034 -0.93091 1.65119
H 0.40706 -1.45368 3.18564
H -0.58725 -1.24031 -0.29439
H -2.43809 -1.48622 -0.37907
H -1.54872 0.00718 -0.33425
C 0.81731 1.31996 -2.44724
C 1.06262 -0.18403 -2.69894
H 0.04349 1.50155 -1.71443
H 1.65696 1.96305 -2.23897
H 0.40648 1.65105 -3.41765
H 0.49883 -0.73519 -1.95256
H 2.08421 -0.53877 -2.72868
H 0.59408 -0.61884 -3.60965
```

Calculated values
Total energy (eV): -16245.841
Total charge: 0
LUMO level (eV): 0.9527
HOMO energy (Ha): -0.3068

Mulliken population analysis, charges in e, atoms 1 to 8: C -1.122; C -0.349; S -0.128; C -0.658; H 0.319; H 0.318; H 0.330; H 0.231

Density functional theory data (ωB97M-V with the def2-TZVPD basis set) for an isolated molecule of C3H6BrO3P at a distorted geometry.

```
14
Properties=species:S:1:pos:R:3
O 0.60198 -1.02824 -1.58526
P -0.31359 -1.02580 -0.43181
O 0.32797 -1.83404 0.84854
O -1.69685 -1.86768 -0.59851
C -0.88304 0.46584 0.36505
C -0.04262 1.64991 -0.05089
C 1.29849 1.74673 0.08074
Br 2.30152 0.41054 0.95108
H 1.27843 -1.77166 0.68410
H -1.74974 -2.79985 -0.98389
H -1.95611 0.74029 0.24031
H -0.68467 0.26815 1.37366
H -0.43635 2.44953 -0.66324
H 1.95459 2.59629 -0.22988
```

Calculated values
Total energy (eV): -88683.637
Total charge: 0
LUMO level (eV): 0.5984
HOMO energy (Ha): -0.3546

Mulliken population analysis, charges in e, atoms 1 to 8: O -0.616; P 0.812; O -0.466; O -0.554; C -0.634; C -0.136; C -0.343; Br -0.158

Density functional theory data (ωB97M-V with the def2-TZVPD basis set) for C13H19NO4P2Sr as an isolated structure at a distorted geometry.

```
40
Properties=species:S:1:pos:R:3
Sr 0.78015 -0.30721 0.24177
O 1.26176 -1.52599 4.36857
C 1.30037 -1.04021 3.26150
O 0.48805 -1.20263 2.25060
C 2.45439 -0.07328 2.92851
C 3.52102 0.20751 3.75540
C 4.49753 1.07848 3.27762
C 4.40083 1.65309 2.01271
C 3.29884 1.33368 1.24801
N 2.37114 0.49382 1.71971
C 3.01541 1.86218 -0.17560
O 3.79470 2.64316 -0.67215
O 1.90908 1.37258 -0.67046
H 3.57397 -0.25212 4.73342
H 5.35168 1.31060 3.90272
H 5.14822 2.32844 1.61810
C -3.18503 -1.59655 1.47438
P -2.02793 -1.37245 0.08084
C -1.94918 -3.07452 -0.61167
C -3.09202 -0.54000 -1.17841
C -2.35392 -0.27495 -2.50966
P -0.70144 0.51090 -2.26010
C -1.18460 2.20435 -1.73507
C -0.16630 0.80245 -3.98301
H -4.10406 -2.09931 1.16708
H -3.43805 -0.62843 1.90830
H -2.68991 -2.18019 2.25162
H -2.94156 -3.44002 -0.88491
H -1.52339 -3.74762 0.13481
H -1.31299 -3.11812 -1.49711
H -3.40374 0.40913 -0.73365
H -4.00493 -1.11544 -1.34978
H -2.97082 0.33839 -3.17100
H -2.17598 -1.21749 -3.03595
H -1.93859 2.62533 -2.40269
H -0.29244 2.83202 -1.73754
H -1.58418 2.21517 -0.71960
H -0.92798 1.33544 -4.55611
H 0.05156 -0.14432 -4.47899
H 0.75033 1.39411 -3.97221
```

Calculated values
Total energy (eV): -42886.305
Total charge: 0
LUMO level (eV): -0.0808
HOMO energy (Ha): -0.3242

Mulliken population analysis, charges in e, atoms 1 to 8: Sr 1.669; O -0.684; C 0.113; O -0.781; C 0.542; C -0.478; C -0.186; C -0.518

Density functional theory data (ωB97M-V with the def2-TZVPD basis set) for a 2-piece molecular cluster, C4H8O2 overall at a distorted geometry.

```
14
Properties=species:S:1:pos:R:3
C 2.03095 -0.43170 -0.18658
C 2.72916 0.81522 0.26607
C -3.08733 -0.00297 -0.20058
C -2.22779 -1.26707 -0.23521
O 2.57331 -1.46339 0.07078
O -1.03489 -1.25388 0.21569
H 2.26781 1.14431 1.25607
H 2.53750 1.61993 -0.63193
H 3.77388 0.71357 0.44696
H -3.47053 0.38635 -1.19201
H -2.63646 0.76780 0.28115
H -4.07501 -0.35730 0.22085
H 1.11547 -0.18409 -0.71585
H -0.49608 -0.48678 0.40460
```

Calculated values
Total energy (eV): -8368.141
Total charge: 0
LUMO level (eV): 0.5659
HOMO energy (Ha): -0.2949

Mulliken population analysis, charges in e, atoms 1 to 8: C 0.088; C -0.810; C -0.778; C -0.202; O -0.474; O -0.094; H 0.242; H 0.261

Density functional theory data (ωB97M-V with the def2-TZVPD basis set) for C4H12KO4 as an isolated structure at a distorted geometry.

```
21
Properties=species:S:1:pos:R:3
K -0.32172 2.81594 -1.38289
C -3.80462 -0.91104 0.80212
C -3.41738 -2.34968 0.40082
O -2.02663 -2.54041 0.45412
O -3.30222 0.16573 0.02518
H -3.65384 -0.67369 1.85523
H -4.88312 -0.79696 0.69298
H -3.68394 -2.45023 -0.65129
H -3.89123 -3.06489 1.07315
H -1.68986 -1.85373 -0.12611
H -3.40389 -0.06238 -0.90176
C 3.39567 0.47535 0.10341
C 3.77761 1.92761 -0.36289
O 3.19389 2.29285 -1.56941
O 2.05126 0.56095 0.55890
H 4.02472 0.10067 0.91090
H 3.57244 -0.23430 -0.70482
H 4.84945 1.95717 -0.55876
H 3.62679 2.71937 0.37092
H 3.67769 1.92472 -2.31239
H 1.90891 -0.00304 1.32260
```

Calculated values
Total energy (eV): -28851.052
Total charge: +1
LUMO level (eV): -3.9360
HOMO energy (Ha): -0.4648

Mulliken population analysis, charges in e, atoms 1 to 8: K 0.956; C -0.413; C -0.456; O -0.471; O -0.526; H 0.318; H 0.310; H 0.296

Density functional theory data (ωB97M-V with the def2-TZVPD basis set) for C28H41FeN5O2P2 as an isolated structure at a distorted geometry.

```
79
Properties=species:S:1:pos:R:3
Fe 0.19335 1.40157 0.79621
C 0.04995 1.56479 4.59485
P 0.92363 1.01079 3.07740
C 1.31956 -0.76185 3.47654
C 2.54952 1.80155 3.43571
C 3.41806 1.65048 2.17566
P 2.34498 1.65458 0.66130
C 3.12053 0.26417 -0.28046
C 2.82657 3.09386 -0.34445
H -0.97257 1.23517 4.47961
H 0.06156 2.64761 4.58926
H 0.44853 1.07820 5.50016
H 1.74612 -0.81725 4.48577
H 2.10055 -1.09395 2.79692
H 0.45002 -1.42127 3.42462
H 3.00832 1.31506 4.30402
H 2.33891 2.84089 3.65134
H 3.97787 0.71867 2.16146
H 4.12567 2.49383 2.03473
H 4.20423 0.45142 -0.37953
H 2.62765 0.22278 -1.24490
H 2.99220 -0.63993 0.31473
H 3.91010 3.09369 -0.50032
H 2.40593 3.99217 0.12072
H 2.35918 2.97233 -1.32788
C 1.75532 -7.46574 0.90682
O 1.97167 -6.73266 -0.31508
C 0.96173 -6.52390 -1.17756
C 1.30105 -5.71026 -2.27745
C 0.36470 -5.08858 -3.02750
C -0.98543 -5.28234 -2.63008
C -1.33559 -6.32609 -1.72540
C -0.35176 -6.99198 -1.06271
N -1.91938 -4.30668 -2.71276
N -1.64113 -3.41547 -3.65205
C -1.45448 -2.11597 -3.41947
C -1.04634 -1.30592 -4.55973
C -0.27182 -0.22662 -4.34366
C 0.10076 0.21150 -2.99258
O 1.05294 1.00869 -2.90222
C -0.61911 -0.37321 -1.86668
N -0.48150 0.07220 -0.56728
C -1.06496 -0.62715 0.40344
C -1.89306 -1.66330 0.23375
C -2.12146 -2.09311 -1.06346
C -1.42648 -1.53779 -2.12471
H 2.73434 -7.52163 1.35611
H 1.35463 -8.44534 0.71427
H 1.07072 -6.91639 1.57115
H 2.36791 -5.63031 -2.41562
H 0.56033 -4.42217 -3.83405
H -2.38226 -6.53219 -1.52460
H -0.65997 -7.78597 -0.38167
H -1.27798 -1.66806 -5.56423
H 0.19404 0.33221 -5.15055
H -0.86309 -0.28963 1.43950
H -2.36912 -2.16059 1.07666
H -2.84474 -2.86148 -1.23929
C -3.47442 4.02755 0.31591
C -2.53583 2.91688 0.83978
N -1.08539 3.15064 0.47994
C -1.10401 3.45969 -0.98997
C -1.87906 4.73304 -1.33474
N -2.65910 5.17995 -0.13165
C -1.68312 5.55454 0.93164
C -0.68591 4.42324 1.19960
H -4.22391 4.35051 1.07368
H -4.04779 3.66135 -0.53858
H -2.85458 1.95414 0.39576
H -2.60149 2.85368 1.92188
H -1.57376 2.58271 -1.46390
H -0.05374 3.50143 -1.35183
H -2.60300 4.54148 -2.15017
H -1.19309 5.52576 -1.61456
H -3.30749 5.97042 -0.37720
H -2.23788 5.82632 1.83470
H -1.13670 6.44798 0.62220
H -0.68617 4.23805 2.27296
H 0.31552 4.72717 0.88979
```

Calculated values
Total energy (eV): -94194.003
Total charge: +2
<S²>: 6.0950
LUMO level (spin up / spin down) (eV): -5.7233 / -5.8539
HOMO energy (spin up / spin down) (Ha): -0.4118 / -0.4449
Multiplicity: 5

Mulliken population analysis, charges in e, atoms 1 to 8: Fe -0.246; C -1.476; P 0.607; C -1.373; C -0.785; C -1.209; P 1.391; C -1.456

Density functional theory data (ωB97M-V with the def2-TZVPD basis set) for an isolated molecule of C5H8O2.

```
15
Properties=species:S:1:pos:R:3
O -0.81269 1.01676 2.21039
C -0.16513 1.65424 1.40912
C 0.37308 1.11854 0.10601
C -0.20087 -0.23340 -0.28178
O -1.57076 -0.36354 -0.05240
C 0.28657 -0.88923 -1.52893
C 0.63824 -1.47740 -0.18389
H 0.06384 2.71913 1.61095
H 1.46743 1.05977 0.21084
H 0.17901 1.87529 -0.66929
H -1.68225 -0.30527 0.91055
H 1.06687 -0.40099 -2.10866
H -0.46750 -1.40483 -2.11465
H 0.11538 -2.38617 0.09857
H 1.66635 -1.40843 0.16252
```

Calculated values
Total energy (eV): -9408.404
Total charge: 0
LUMO level (eV): 0.9279
HOMO energy (Ha): -0.3601

Mulliken population analysis, charges in e, atoms 1 to 8: O -0.529; C 0.092; C -0.778; C 0.932; O -0.595; C -0.649; C -0.853; H 0.367

Density functional theory data (ωB97M-V with the def2-TZVPD basis set) for an isolated ion of composition C3H4N2S and charge +2 at a distorted geometry.

```
10
Properties=species:S:1:pos:R:3
C 1.33187 -0.80244 2.08102
C 0.53148 -0.06856 1.11509
N -0.09039 -0.03773 -0.19740
C -0.67568 0.25777 -1.21573
N -1.24749 0.45913 -2.35205
S -2.36081 1.61565 -2.78553
H 1.57966 -0.27809 2.99095
H 1.64719 -1.83076 1.92670
H 0.23356 0.90477 1.51685
H -0.94937 -0.21973 -3.07990
```

Calculated values
Total energy (eV): -16965.276
Total charge: +2
LUMO level (spin up / spin down) (eV): -14.0209 / -14.0266
HOMO energy (spin up / spin down) (Ha): -0.7021 / -0.7018

Mulliken population analysis, charges in e, atoms 1 to 8: C -0.385; C 0.192; N 0.016; C 0.608; N -0.214; S 0.546; H 0.263; H 0.305

The records above yield energy above the lowest of the compared OMol25 structures with the same formula, charge and spin values of 1.4604, 0.0000, 0.7018, 5.1406, 1.4418, 0.0000, 1.4281, 0.4577 eV, respectively.